Computed, not measured: C40H47N8O3PS3Y as an isolated structure, with wB97M-V/def2-TZVPD.

Geometry as XYZ:
```
103
Properties=species:S:1:pos:R:3:forces:R:3
Y 1.27239 1.17364 -0.85622 -0.6 0.1 0.6
C -2.92117 -0.01836 3.43886 0.0 0.0 0.0
C -2.13294 0.16308 4.73567 0.0 0.0 0.0
C -2.35635 -1.07610 5.61159 0.0 0.0 0.0
C -2.67312 1.40435 5.45787 0.0 0.0 0.0
C -0.63732 0.34977 4.47811 0.0 0.0 0.0
C 0.23937 0.46091 5.57315 0.0 0.0 0.0
C 1.59923 0.61546 5.40933 0.0 0.0 0.0
C 2.10513 0.67749 4.11525 0.0 0.0 0.0
S 3.74285 0.78799 3.57505 0.0 0.0 0.0
C 3.18713 0.72360 1.91187 0.0 0.0 0.1
N 1.89216 0.67601 1.77723 0.2 0.1 -0.1
C 1.25515 0.61168 3.01096 -0.1 0.0 0.0
C -0.11619 0.42689 3.19901 0.0 0.0 0.1
C 4.15465 0.66624 0.80609 0.1 0.0 -0.1
C 5.50921 0.48428 1.11382 0.0 0.0 0.0
C 6.43859 0.36963 0.09912 0.0 0.0 0.0
C 6.00630 0.43685 -1.22110 0.0 0.0 0.0
C 4.65921 0.61766 -1.50342 0.0 0.0 0.0
C 3.66841 0.74020 -0.51492 0.3 -0.1 0.0
H -3.98105 -0.14404 3.67004 0.0 0.0 0.0
H -2.59015 -0.90574 2.89478 0.0 0.0 0.0
H -2.81890 0.84120 2.77602 0.0 0.0 0.0
H -3.42347 -1.21274 5.79884 0.0 0.0 0.0
H -1.85586 -0.99018 6.57646 0.0 0.0 0.0
H -1.97928 -1.97105 5.11418 0.0 0.0 0.0
H -3.74051 1.28871 5.65782 0.0 0.0 0.0
H -2.53422 2.29407 4.84275 0.0 0.0 0.0
H -2.16608 1.56697 6.40998 0.0 0.0 0.0
H -0.15709 0.41412 6.57922 0.0 0.0 0.0
H 2.25537 0.67705 6.26714 0.0 0.0 0.0
H -0.74638 0.35416 2.32732 -0.1 0.0 0.0
H 5.84603 0.41012 2.14256 0.0 0.0 0.0
H 7.48531 0.22124 0.33216 0.0 0.0 0.0
H 6.72458 0.34645 -2.02805 0.0 0.0 0.0
H 4.36736 0.66624 -2.54808 0.0 0.0 0.0
C 1.22311 5.97072 0.19260 0.0 0.0 0.1
N 0.42808 5.42664 -0.88615 0.1 0.1 -0.2
C 0.69420 4.20273 -1.39264 0.0 0.0 0.1
N -0.01346 3.80042 -2.46055 -0.2 0.1 -0.2
O 1.58623 3.49322 -0.86978 0.0 0.0 -0.1
H 0.71524 6.84744 0.59028 0.0 0.0 0.0
H 2.22803 6.25052 -0.13284 0.0 0.0 0.0
H 1.31403 5.22909 0.98359 0.0 0.0 0.0
H -0.12906 6.05004 -1.44519 0.0 -0.1 0.1
H -0.96093 4.14320 -2.54111 0.0 0.0 0.1
H 0.08855 2.81335 -2.71439 0.1 -0.3 -0.1
C -1.94496 -0.86972 -2.54237 0.0 0.0 0.0
C -0.97938 -0.96380 -3.68913 -0.1 0.0 0.0
C -1.21838 -1.83756 -4.73888 0.0 0.0 0.0
C -0.36846 -1.91575 -5.83488 0.0 0.0 0.0
C 0.73977 -1.07627 -5.86505 0.0 0.0 0.0
C 1.01641 -0.19382 -4.83414 0.0 0.0 0.0
C 2.22980 0.68428 -4.88246 0.0 0.0 0.0
C 0.17297 -0.12128 -3.68447 -0.1 0.0 -0.1
N 0.46711 0.67667 -2.63883 0.3 0.0 -0.3
H -2.60687 -1.73869 -2.50460 0.0 0.0 0.0
H -2.57237 0.02591 -2.63181 0.1 0.0 0.0
H -1.41831 -0.76320 -1.58841 0.0 0.0 0.0
H -2.09952 -2.47141 -4.69621 0.0 0.0 0.0
H -0.56666 -2.60472 -6.64582 0.0 0.0 0.0
H 1.41375 -1.10944 -6.71637 0.0 0.0 0.0
H 2.73181 0.60819 -5.84916 0.0 0.0 0.0
H 2.94132 0.40918 -4.09821 0.0 0.0 0.0
H 1.96761 1.72903 -4.69506 0.0 0.0 0.0
O -5.01086 4.60615 -1.19175 0.0 0.0 0.0
S -4.28086 3.56544 -1.86405 0.0 0.0 0.0
O -4.18569 3.63146 -3.29572 0.0 0.0 0.0
N -2.77841 3.41603 -1.20019 0.1 0.0 0.1
C -2.64115 2.29034 -0.55809 0.0 -0.1 -0.1
S -1.28992 1.80557 0.35797 0.0 0.2 0.2
C -3.84671 1.39569 -0.61560 0.0 0.0 0.0
C -4.01567 0.13199 -0.07778 0.0 0.0 0.0
C -5.22759 -0.51314 -0.28341 0.0 0.0 0.0
C -6.24761 0.09087 -1.01442 0.0 0.0 0.0
C -6.07690 1.35829 -1.55766 0.0 0.0 0.0
C -4.86597 1.98029 -1.33869 0.0 0.0 0.0
H -3.20711 -0.32873 0.47265 0.0 0.0 0.0
H -5.38024 -1.50466 0.12238 0.0 0.0 0.0
H -7.18028 -0.43620 -1.16657 0.0 0.0 0.0
H -6.85684 1.83610 -2.13319 0.0 0.0 0.0
C 1.30641 -4.47976 1.30573 0.0 0.0 0.0
N 2.56508 -4.01903 0.72553 0.0 0.0 0.0
C 2.67126 -4.56658 -0.62738 0.0 0.0 0.0
N 1.54063 -4.25569 -1.49330 0.0 0.0 0.0
C 0.31674 -4.70383 -0.83903 0.0 0.0 0.0
N 0.12183 -4.16751 0.50994 0.0 0.0 0.0
C -0.11589 -2.72167 0.46934 -0.1 0.0 0.0
P 1.28240 -1.76754 -0.29310 0.0 0.1 -0.1
C 2.63570 -2.55386 0.70635 0.0 0.0 0.0
C 1.47976 -2.82200 -1.80143 0.0 0.0 -0.1
H 1.19176 -4.04031 2.29963 0.0 0.0 0.0
H 1.36333 -5.56761 1.40957 0.0 0.0 0.0
H 2.74265 -5.65447 -0.54064 0.0 0.0 0.0
H 3.58636 -4.19180 -1.08927 0.0 0.0 0.0
H 0.35340 -5.79395 -0.75997 0.0 0.0 0.0
H -0.53727 -4.42507 -1.45829 0.0 0.0 0.0
H -0.28322 -2.35568 1.48748 0.0 0.0 0.0
H -1.02711 -2.52140 -0.10153 0.0 0.0 0.0
H 2.59130 -2.18058 1.73422 0.0 0.0 0.0
H 3.59925 -2.24092 0.29491 0.0 0.0 0.0
H 2.39349 -2.51860 -2.31993 0.0 0.0 0.0
H 0.65593 -2.62043 -2.49317 0.0 0.0 0.0
```
Positions in Å, forces in eV/Å.

Summary:
**2S+1**: 1
**Energy above the lowest of the compared OMol25 structures with the same formula, charge and spin**: 2.7 kcal/mol
**HOMO**: -3.392 eV
**LUMO level**: 2.1 eV
**Total charge**: -1